# 1
9
Properties=species:S:1:pos:R:3 method="wB97M-V/def2-TZVPD" gap_ha=0.33857 smiles=NNSN charge=0 homo_energy_ev=-8.39 relative_energy_kcal_mol=17.9
N 1.092 -0.631 -1.066
N -0.220 -0.608 -1.112
S -0.981 0.763 -0.221
N -0.869 0.476 1.506
H 1.378 -0.210 -1.955
H 1.603 -0.256 -0.226
H -0.420 -1.425 -0.515
H -0.803 1.338 2.033
H -1.645 -0.195 1.745

# 2
21
Properties=species:S:1:pos:R:3 method="wB97M-V/def2-TZVPD" gap_ha="0.16740 / 0.18233" multiplicity=5 charge=-1 homo_energy_ev="-1.71 / -2.14" s_squared=6.03
O 1.987 0.463 -0.926
C 2.004 1.252 0.007
C 0.767 1.618 0.752
O -0.291 0.752 0.400
C -0.385 -0.403 1.232
C -1.117 -1.477 0.476
O -0.411 -1.712 -0.732
C -0.837 -2.870 -1.430
Fe -0.109 0.180 -1.826
H 2.946 1.741 0.321
H 0.484 2.681 0.457
H -0.922 -0.155 2.159
H 0.623 -0.758 1.493
H -2.153 -1.173 0.249
H -1.146 -2.393 1.085
H -0.257 -2.925 -2.359
H -0.648 -3.766 -0.821
H -1.910 -2.806 -1.673
H 0.959 1.651 1.848
O -0.119 4.882 -0.047
H 0.533 5.218 -0.666

# 3
20
Properties=species:S:1:pos:R:3 method="wB97M-V/def2-TZVPD" gap_ha=0.35248 smiles="C=CCCN.O.O" charge=0 homo_energy_ev=-8.66 relative_energy_kcal_mol=45.1
C -1.080 1.032 0.427
C -0.702 0.797 -0.836
C 0.585 1.209 -1.503
C 0.641 0.792 -2.985
N -0.631 0.904 -3.692
H -0.356 1.319 1.187
H -2.120 1.136 0.689
H -1.278 0.050 -1.374
H 0.632 2.300 -1.491
H 1.457 0.885 -0.942
H 0.862 -0.278 -2.987
H 1.490 1.290 -3.466
H -0.976 1.851 -3.732
H -0.521 0.510 -4.610
O 0.003 1.912 5.979
H 0.125 2.562 6.679
H -0.179 1.090 6.459
O 0.817 -5.804 0.962
H 1.049 -6.312 1.747
H 0.561 -4.954 1.337

# 4
179
Properties=species:S:1:pos:R:3 method="wB97M-V/def2-TZVPD" gap_ha=0.23011 charge=-1 homo_energy_ev=-4.61 relative_energy_kcal_mol=11.9
C 0.784 -4.726 0.038
O 0.604 -3.989 -1.142
C -0.719 -3.894 -1.604
C -1.062 -2.496 -2.140
C -0.130 -1.318 -1.804
C -0.759 -0.259 -0.896
C -0.576 -0.363 0.624
C 0.699 -0.993 1.128
C 1.912 -0.077 0.958
Al 3.629 -1.149 1.042
C 3.789 -1.936 2.942
O 2.842 -3.036 3.140
N 2.700 -3.295 4.510
O 1.791 -2.731 5.005
C 5.291 0.044 0.888
Br 5.259 0.965 -0.840
C 6.607 -0.589 1.208
C 7.858 0.056 0.700
Br 6.776 -2.491 0.671
H 0.148 -4.361 0.832
H 0.571 -5.781 -0.126
H 1.803 -4.598 0.345
H -0.841 -4.613 -2.400
H -1.417 -4.200 -0.844
H -1.132 -2.581 -3.209
H -2.059 -2.257 -1.813
H 0.826 -1.654 -1.448
H 0.059 -0.817 -2.737
H -0.427 0.716 -1.207
H -1.814 -0.276 -1.108
H -1.448 -0.825 1.066
H -0.562 0.642 1.018
H 0.870 -1.941 0.643
H 0.589 -1.197 2.182
H 1.899 0.646 1.762
H 1.843 0.463 0.026
H 3.505 -2.282 -0.078
H 3.607 -1.186 3.694
H 4.790 -2.316 3.108
H 5.215 0.811 1.636
H 6.637 -0.635 2.275
H 7.947 -0.075 -0.361
H 7.861 1.103 0.952
H 8.712 -0.414 1.158
C -4.244 -3.401 1.887
C -4.362 -4.204 0.609
O -3.379 -5.238 0.485
H -3.261 -2.933 1.956
H -5.012 -2.629 1.912
H -4.372 -4.041 2.765
H -4.217 -3.561 -0.256
H -5.359 -4.653 0.535
H -3.484 -5.839 1.233
C 3.936 0.736 -5.103
C 3.939 2.251 -5.020
O 4.462 2.706 -3.773
H 3.357 0.313 -4.282
H 3.511 0.396 -6.049
H 4.953 0.343 -5.024
H 2.923 2.638 -5.083
H 4.517 2.673 -5.848
H 5.367 2.379 -3.690
C -8.865 -4.502 2.035
C -8.156 -3.641 3.068
O -7.602 -2.466 2.499
H -8.175 -4.776 1.237
H -9.261 -5.414 2.485
H -9.694 -3.953 1.584
H -7.321 -4.186 3.506
H -8.847 -3.378 3.878
H -8.327 -1.951 2.112
C 6.023 3.915 -9.781
C 6.493 3.145 -8.559
O 5.587 2.112 -8.193
H 5.038 4.345 -9.598
H 6.716 4.720 -10.029
H 5.942 3.253 -10.645
H 6.556 3.803 -7.694
H 7.489 2.725 -8.736
H 5.517 1.500 -8.938
C 2.183 1.562 -9.057
C 2.203 0.891 -10.415
O 3.448 0.212 -10.641
H 3.012 2.265 -8.978
H 1.248 2.095 -8.879
H 2.305 0.822 -8.263
H 2.107 1.629 -11.210
H 1.382 0.178 -10.502
H 3.534 -0.457 -9.951
C -2.964 -9.275 -1.182
C -1.813 -8.306 -1.410
O -2.255 -6.979 -1.627
H -3.644 -9.258 -2.034
H -2.602 -10.296 -1.043
H -3.535 -8.991 -0.295
H -1.254 -8.588 -2.301
H -1.122 -8.337 -0.559
H -2.733 -6.666 -0.845
C -2.300 -0.341 -12.502
C -0.869 -0.501 -12.022
O -0.819 -0.732 -10.613
H -2.781 0.487 -11.982
H -2.338 -0.151 -13.576
H -2.879 -1.244 -12.296
H -0.295 0.404 -12.208
H -0.377 -1.327 -12.547
H -1.311 -1.544 -10.440
C 0.920 5.609 -4.850
C 0.216 4.872 -5.977
O 0.407 3.465 -5.901
H 1.986 5.384 -4.859
H 0.786 6.688 -4.943
H 0.526 5.298 -3.881
H 0.623 5.172 -6.941
H -0.855 5.106 -5.975
H 0.053 3.158 -5.056
C 2.216 2.901 5.665
C 2.209 2.320 4.263
O 3.331 1.471 4.038
H 3.138 3.459 5.840
H 1.370 3.565 5.825
H 2.173 2.101 6.411
H 2.270 3.110 3.518
H 1.285 1.761 4.084
H 3.285 0.746 4.673
C 2.490 -3.987 8.082
C 3.970 -4.105 8.383
O 4.238 -4.349 9.769
H 2.046 -3.186 8.674
H 2.323 -3.777 7.029
H 1.971 -4.915 8.338
H 4.484 -3.176 8.143
H 4.417 -4.900 7.778
H 3.801 -5.176 10.005
C -1.385 6.184 5.543
C -0.116 5.954 4.739
O -0.251 4.835 3.866
H -1.623 5.295 6.127
H -1.279 7.033 6.222
H -2.225 6.381 4.874
H 0.719 5.738 5.401
H 0.136 6.845 4.151
H -0.988 5.020 3.271
C -9.772 1.762 1.272
C -8.672 0.726 1.151
O -9.204 -0.587 0.935
H -10.444 1.506 2.091
H -9.368 2.756 1.454
H -10.366 1.797 0.354
H -8.090 0.665 2.068
H -7.990 0.979 0.335
H -9.711 -0.568 0.115
C -8.657 6.954 1.251
C -9.696 6.252 2.105
O -9.295 4.937 2.484
H -8.447 6.371 0.355
H -9.000 7.945 0.951
H -7.722 7.069 1.800
H -10.623 6.126 1.549
H -9.918 6.844 2.999
H -8.481 5.007 2.998
C -0.330 3.616 10.171
C 0.707 3.475 9.071
O 0.506 4.409 8.014
H -1.333 3.488 9.764
H -0.174 2.874 10.955
H -0.279 4.608 10.626
H 0.643 2.492 8.610
H 1.714 3.591 9.484
H 0.572 5.297 8.389
C 5.598 -1.740 6.391
C 6.881 -1.614 5.590
O 6.732 -0.745 4.474
H 4.792 -2.098 5.748
H 5.720 -2.435 7.223
H 5.299 -0.770 6.796
H 7.164 -2.578 5.172
H 7.703 -1.267 6.228
H 6.481 0.130 4.797

# 5
9
Properties=species:S:1:pos:R:3 method="wB97M-V/def2-TZVPD" gap_ha="0.29755 / 0.34966" charge=0 homo_energy_ev="-7.92 / -9.57" relative_energy_kcal_mol=118.0
C 0.474 -0.467 0.466
C -0.994 -0.277 0.084
N 1.050 0.134 -0.717
S -0.358 0.189 -1.568
H 0.811 -0.025 1.404
H 0.758 -1.528 0.465
H -1.643 -1.148 0.084
H -1.471 0.571 0.569
H 1.372 2.551 -0.785

Across the entries above, DFT total energy takes the values -15384.353, -47935.521, -9942.241, -230440.025, -14475.221 eV, respectively.
Across the entries above, molar mass takes the values 79.1, 191.0, 107.2, 1109.2, 75.1 g mol⁻¹, respectively.
Across the entries above, F_max takes the values 5.79, 1.17, 1.37, 1.00, 1.38 eV/Å, respectively.